Here is a cluster of 14 separate species, C74H174N10O14 in total in a non-equilibrium geometry from the Open Molecules 2025 dataset. Energies are from the ωB97M-V functional and the def2-TZVPD basis.

LUMO	0.0032	Ha
HOMO-LUMO gap	8.05	eV
calculated total energy	-4524.170855	a.u.
ΔE to the lowest compared entry with this formula, charge and spin	162.2	kcal/mol

```
! wB97M-V def2-TZVPD RIJCOSX def2/J DEFGRID3
* xyz 0 1
C -6.59689 0.71784 -4.43647
O -6.77722 0.36675 -3.09864
H -6.17368 -0.10966 -5.00587
H -7.51126 1.00526 -4.95553
H -5.95261 1.58566 -4.57746
H -5.91934 0.06819 -2.78799
C -4.19826 5.50564 -1.23559
O -3.24560 6.00954 -0.28284
H -3.69476 4.82705 -1.92414
H -5.02139 5.05045 -0.68480
H -4.51406 6.36612 -1.82546
H -3.21423 5.55206 0.56056
C 1.12514 -8.89626 5.03133
O 1.98231 -8.36429 3.98933
H 1.40089 -9.93854 5.19168
H 1.43900 -8.48629 5.99129
H 0.05145 -8.76493 4.89700
H 1.61006 -8.59169 3.13416
C 6.77645 -4.82714 0.13190
O 7.38744 -4.09161 -0.90357
H 7.37907 -5.60200 0.60576
H 6.67866 -4.12650 0.96113
H 5.79193 -5.21823 -0.12473
H 7.31871 -4.59017 -1.72108
C 2.56934 -11.81269 -3.37110
C 2.15132 -10.56038 -2.58953
C 1.14769 -9.65819 -3.40045
O 1.84637 -9.20048 -4.52964
C 0.95035 -8.79281 -5.56335
N 1.51834 -10.98010 -1.37620
H 1.65402 -12.36550 -3.58255
H 3.09377 -12.47740 -2.68464
H 3.12766 -11.62338 -4.28791
H 3.02188 -9.97867 -2.28647
H 0.83860 -8.83562 -2.75552
H 0.26843 -10.23814 -3.68092
H 0.13770 -8.12370 -5.28054
H 0.66845 -9.71869 -6.06473
H 1.45260 -8.21128 -6.33644
H 2.21008 -11.55620 -0.91827
H 0.91786 -11.74034 -1.66178
C -8.78216 -6.22559 -4.54226
C -7.55987 -7.19880 -4.64622
C -7.01762 -7.67093 -3.24565
O -6.06509 -8.72411 -3.40233
C -5.51892 -9.15695 -2.16672
N -8.09608 -8.28325 -5.42034
H -9.58481 -6.75381 -4.02764
H -9.17951 -6.01721 -5.53564
H -8.51707 -5.25792 -4.11628
H -6.83889 -6.72733 -5.31405
H -7.86106 -8.10583 -2.70938
H -6.57870 -6.82235 -2.72090
H -5.22269 -8.33519 -1.51475
H -4.76819 -9.94572 -2.21504
H -6.25333 -9.65925 -1.53708
H -8.85797 -8.71376 -4.91607
H -7.46668 -9.06476 -5.53527
C -5.58327 4.10807 7.23587
C -5.15629 3.63304 5.79352
C -6.37061 3.60890 4.84975
O -7.37533 2.77424 5.46514
C -8.54746 2.55617 4.69416
N -4.05781 4.33673 5.19428
H -5.99393 5.11370 7.14547
H -4.81810 4.09374 8.01202
H -6.36686 3.41753 7.54771
H -4.88997 2.57665 5.82843
H -6.09075 3.24837 3.85990
H -6.62765 4.65985 4.71735
H -9.36639 2.39159 5.39441
H -8.47823 1.73787 3.97743
H -8.94151 3.34176 4.04942
H -4.08996 5.27808 5.55888
H -3.25585 3.99099 5.70165
C -3.07212 6.12048 -8.16120
C -2.48376 7.44807 -7.74697
C -1.01245 7.77019 -8.17858
O 0.07217 7.19902 -7.54696
C 0.16561 7.43215 -6.14622
N -3.34699 8.48676 -8.27265
H -2.26338 5.40074 -8.28776
H -3.40019 6.14056 -9.20047
H -3.90757 5.79004 -7.54401
H -2.55713 7.50682 -6.66104
H -0.88755 8.84140 -8.02041
H -0.91363 7.65820 -9.25831
H 0.43996 8.47280 -5.97331
H 0.88753 6.73295 -5.72428
H -0.73567 7.25002 -5.56088
H -2.93755 9.34389 -7.92945
H -3.44900 8.51820 -9.27699
C -7.55342 -6.07761 8.19774
C -7.18288 -5.27254 6.88916
C -6.23022 -6.13852 6.05693
C -6.92564 -7.32377 5.34691
C -8.08054 -6.78809 4.43983
C -8.97425 -5.70011 5.13667
N -8.26770 -4.76728 6.02029
O -9.00173 -3.78075 6.54539
C -9.59502 -4.89362 3.91770
C -10.08696 -6.42803 5.91035
C -6.35400 -4.09016 7.43256
H -7.91401 -7.10310 8.11749
H -8.40792 -5.61374 8.69045
H -6.79409 -6.15035 8.97635
H -5.76988 -5.52524 5.28228
H -5.41091 -6.52210 6.66495
H -7.30782 -7.93696 6.16302
H -6.21470 -7.95190 4.81014
H -8.70005 -7.61628 4.09572
H -7.62801 -6.31761 3.56692
H -10.21122 -4.04803 4.22329
H -8.78362 -4.35362 3.42972
H -10.09273 -5.58505 3.23777
H -9.64894 -7.17905 6.56778
H -10.68784 -5.71584 6.47589
H -10.80045 -6.85546 5.20584
H -6.02100 -3.28017 6.78361
H -5.54629 -4.40809 8.09183
H -6.99792 -3.51063 8.09408
H -8.69418 -2.96503 6.14337
C -1.65427 -6.16859 -15.16716
C -1.12805 -4.82148 -14.60163
C -1.01768 -3.85889 -15.84250
C -0.77993 -2.39822 -15.45884
C -1.84412 -1.97232 -14.44741
C -1.92928 -2.88350 -13.16507
N -2.03015 -4.30473 -13.61207
O -2.26121 -5.11533 -12.55895
C -0.68936 -2.47912 -12.28776
C -3.25815 -2.49036 -12.49047
C 0.30511 -5.06869 -14.10203
H -1.75997 -6.86854 -14.33830
H -1.12442 -6.55947 -16.03583
H -2.62505 -5.90119 -15.58451
H -0.14715 -4.20667 -16.39867
H -1.80443 -4.00244 -16.58311
H -0.80420 -1.73393 -16.32268
H 0.19434 -2.33229 -14.97452
H -2.76047 -1.88501 -15.03117
H -1.52058 -0.97858 -14.13773
H -0.84203 -1.50647 -11.82005
H -0.55107 -3.28389 -11.56573
H 0.19127 -2.38178 -12.92268
H -3.33317 -1.41361 -12.33848
H -4.15514 -2.77698 -13.03944
H -3.35017 -2.93284 -11.49859
H 0.99342 -4.22508 -14.05056
H 0.77412 -5.86490 -14.68011
H 0.20515 -5.41618 -13.07375
H -3.14914 -5.46372 -12.66767
C -0.35068 -2.41226 0.49960
C -1.17219 -1.17213 0.09708
C -0.43066 0.07442 0.67792
C 0.86492 0.42145 -0.03766
C 0.61541 0.59723 -1.57674
C -0.14122 -0.56189 -2.27325
N -1.25788 -1.00551 -1.39365
O -2.10692 -1.98081 -1.98980
C -0.65091 -0.11642 -3.69197
C 0.96716 -1.63559 -2.46787
C -2.60404 -1.14099 0.72807
H -0.66670 -3.27635 -0.08485
H -0.55432 -2.57157 1.55848
H 0.71140 -2.26768 0.30162
H -1.04760 0.96193 0.53711
H -0.23545 -0.08416 1.73851
H 1.55243 -0.41146 0.10963
H 1.38394 1.28411 0.38010
H 1.63200 0.72580 -1.94835
H 0.09353 1.55126 -1.65137
H -1.24758 0.79433 -3.74316
H 0.17400 -0.00019 -4.39489
H -1.21470 -0.96392 -4.08184
H 1.56713 -1.30864 -3.31714
H 1.54171 -1.83293 -1.56285
H 0.54445 -2.55918 -2.86333
H -3.04749 -0.15683 0.57680
H -2.56684 -1.45418 1.77145
H -3.35701 -1.83079 0.34689
H -1.47808 -2.67965 -2.18421
C 6.44098 0.54481 10.72854
C 5.35616 0.98361 9.68240
C 5.29711 -0.29176 8.66337
C 3.92423 -0.44423 7.87279
C 2.81531 -0.42012 8.95259
C 2.73531 0.86991 9.82761
N 4.11218 1.08229 10.37653
O 4.15281 2.08561 11.33898
C 2.24378 2.02721 8.98800
C 1.82542 0.54409 11.02583
C 5.76767 2.22560 8.84059
H 6.75741 1.41506 11.30356
H 7.29164 0.03450 10.27680
H 6.05346 -0.24587 11.37100
H 6.08814 -0.19393 7.91986
H 5.58366 -1.23726 9.12383
H 3.77206 -1.30976 7.22796
H 3.90008 0.35479 7.13180
H 2.85932 -1.25457 9.65249
H 1.86764 -0.47662 8.41704
H 1.89975 2.81256 9.66103
H 2.99397 2.50257 8.35606
H 1.34278 1.76434 8.43374
H 0.78781 0.46789 10.70076
H 2.05610 -0.29362 11.68396
H 1.88704 1.37793 11.72511
H 5.65046 3.14250 9.41823
H 5.25907 2.44856 7.90266
H 6.85116 2.21187 8.72242
H 4.12263 1.62706 12.18185
C 1.55738 9.73452 5.86098
C 2.80312 9.99170 5.04936
C 2.76922 8.90919 3.97362
C 3.74597 9.11273 2.77458
C 3.43814 10.49062 2.14042
C 3.52164 11.72085 3.17057
N 2.68303 11.30646 4.37383
O 2.52306 12.37124 5.18149
C 5.00663 11.98484 3.58201
C 2.95709 12.88834 2.46654
C 4.01365 9.92459 6.04958
H 0.64832 9.62567 5.26949
H 1.36523 10.45623 6.65490
H 1.59165 8.73901 6.30357
H 3.02394 7.94249 4.40803
H 1.79654 8.83754 3.48692
H 3.55318 8.31650 2.05559
H 4.78613 9.09624 3.10000
H 2.58551 10.41729 1.46533
H 4.23507 10.55140 1.39927
H 4.99957 12.50335 4.54075
H 5.64161 11.10461 3.68242
H 5.53684 12.68911 2.94094
H 3.12016 13.77254 3.08273
H 3.37159 12.95070 1.46035
H 1.89028 12.71327 2.32725
H 4.11958 10.85764 6.60302
H 4.91815 9.81467 5.45133
H 3.88237 9.06833 6.71115
H 1.57153 12.29326 5.28206
C 12.55197 2.43490 1.66787
C 11.33977 3.40979 1.51122
C 11.46823 4.59180 2.50901
C 10.35541 5.59061 2.35936
C 10.38703 6.09914 0.84035
C 10.34366 4.98931 -0.26641
N 11.32560 3.98590 0.14506
O 11.34826 2.97471 -0.84582
C 8.88749 4.47293 -0.47150
C 10.87172 5.67267 -1.58858
C 10.06947 2.54017 1.82999
H 12.54740 2.04087 2.68415
H 12.61338 1.49114 1.12598
H 13.45894 2.99657 1.44420
H 11.64257 4.21325 3.51618
H 12.34161 5.20037 2.27460
H 9.40665 5.14230 2.65426
H 10.56293 6.43430 3.01755
H 11.31695 6.65034 0.70061
H 9.53252 6.77504 0.80738
H 8.91847 3.65600 -1.19244
H 8.30263 5.22311 -1.00372
H 8.33653 4.21224 0.43215
H 10.26291 6.53535 -1.85917
H 10.86956 4.96583 -2.41833
H 11.90860 6.00551 -1.54165
H 9.86846 1.86536 0.99793
H 10.36105 1.91891 2.67682
H 9.12416 2.99035 2.13302
H 10.43006 2.69772 -0.80361
*
```